Entry 1:
{
  "formula": "C38H34F6N3O2",
  "method": "wB97M-V/def2-TZVPD",
  "molar_mass_da": 678.7,
  "charge": 1,
  "homo_ev": -9.89,
  "smiles": "CCOC(=O)[C@@H](C(c1ccc(N(CC(F)(F)F)c2ccccc2)cc1)c1ccc(N(CC(F)(F)F)c2ccccc2)cc1)[n+]1ccccc1",
  "e_tot_ev": -64819.907,
  "orbital_gap_ev": 6.003,
  "species": ["C", "C", "O", "C", "O", "C", "C", "C", "C", "C", "C", "N", "C", "C", "F", "F", "F", "C", "C", "C", "C", "C", "C", "C", "C", "C", "C", "C", "C", "N", "C", "C", "F", "F", "F", "C", "C", "C", "C", "C", "C", "C", "C", "N", "C", "C", "C", "C", "C", "H", "H", "H", "H", "H", "H", "H", "H", "H", "H", "H", "H", "H", "H", "H", "H", "H", "H", "H", "H", "H", "H", "H", "H", "H", "H", "H", "H", "H", "H", "H", "H", "H", "H"],
  "coordinates": [[4.299, 2.127, 3.914], [2.931, 2.111, 4.525], [1.999, 2.194, 3.322], [0.716, 1.878, 3.581], [0.365, 1.852, 4.749], [-0.219, 1.788, 2.357], [-0.068, 0.554, 1.336], [-1.302, 0.268, 0.486], [-2.451, -0.322, 1.033], [-3.533, -0.706, 0.255], [-3.554, -0.442, -1.130], [-4.676, -0.737, -1.891], [-4.889, -0.094, -3.180], [-5.485, 1.269, -2.965], [-5.735, 2.007, -4.064], [-4.655, 1.996, -2.159], [-6.666, 1.204, -2.260], [-5.516, -1.834, -1.596], [-5.310, -3.025, -2.296], [-6.237, -4.060, -2.129], [-7.353, -3.867, -1.312], [-7.564, -2.658, -0.643], [-6.621, -1.632, -0.770], [-2.408, 0.117, -1.722], [-1.298, 0.447, -0.938], [1.226, 0.154, 0.566], [2.437, 0.765, 0.917], [3.684, 0.406, 0.404], [3.836, -0.609, -0.586], [5.062, -0.926, -1.126], [6.209, -0.072, -0.795], [6.248, 1.067, -1.755], [7.246, 1.961, -1.556], [6.371, 0.602, -3.051], [5.057, 1.742, -1.717], [5.327, -2.104, -1.845], [4.957, -2.252, -3.193], [5.473, -3.324, -3.936], [6.302, -4.261, -3.320], [6.654, -4.125, -1.971], [6.207, -3.014, -1.240], [2.645, -1.224, -0.997], [1.388, -0.885, -0.447], [-1.467, 2.616, 2.793], [-1.943, 2.780, 4.093], [-3.040, 3.581, 4.415], [-3.786, 4.218, 3.432], [-3.311, 4.046, 2.146], [-2.153, 3.324, 1.859], [5.076, 2.022, 4.681], [4.447, 1.290, 3.218], [4.469, 3.079, 3.393], [2.711, 1.184, 5.061], [2.766, 2.970, 5.189], [0.241, 2.526, 1.636], [-0.134, -0.039, 2.372], [-2.443, -0.490, 2.110], [-4.411, -1.113, 0.744], [-5.639, -0.659, -3.710], [-3.975, -0.004, -3.776], [-4.435, -3.124, -2.940], [-6.067, -5.010, -2.635], [-8.075, -4.673, -1.188], [-8.443, -2.486, -0.016], [-6.736, -0.668, -0.281], [-2.423, 0.298, -2.801], [-0.443, 0.849, -1.489], [2.450, 1.600, 1.610], [4.561, 0.942, 0.718], [6.187, 0.253, 0.248], [7.095, -0.642, -0.988], [4.282, -1.502, -3.618], [5.210, -3.380, -4.998], [6.670, -5.098, -3.909], [7.291, -4.869, -1.486], [6.496, -2.879, -0.200], [2.685, -1.946, -1.804], [0.529, -1.438, -0.861], [-1.497, 2.185, 4.869], [-3.369, 3.623, 5.442], [-4.747, 4.747, 3.669], [-3.891, 4.434, 1.323], [-1.840, 3.117, 0.825]]
}

=====

Entry 2:
{
  "formula": "C7H10NO2",
  "method": "wB97M-V/def2-TZVPD",
  "de_lowest_kcal_mol": 83.2,
  "molar_mass_da": 140.2,
  "charge": 1,
  "homo_ev": -13.27,
  "e_tot_ev": -12995.199,
  "orbital_gap_ev": 8.565,
  "species": ["C", "C", "C", "C", "C", "C", "C", "N", "O", "O", "H", "H", "H", "H", "H", "H", "H", "H", "H", "H"],
  "coordinates": [[-2.423, 0.624, -0.223], [-3.568, 0.013, -0.187], [-1.118, 0.497, -0.399], [-0.213, -0.987, -1.189], [1.697, -0.033, 0.057], [0.879, 1.020, 0.942], [0.941, -1.270, -0.179], [-0.197, 1.620, 0.099], [-4.561, -0.450, 0.212], [0.298, -1.698, 1.024], [-1.045, -1.607, -1.296], [0.357, -0.784, -2.209], [1.993, 0.531, -0.860], [2.722, -0.283, 0.392], [0.457, 0.503, 1.753], [1.556, 1.785, 1.261], [1.618, -1.949, -0.680], [0.176, 2.168, -0.716], [-0.584, 2.373, 0.703], [1.016, -2.073, 1.497]]
}

=====

Entry 3:
{
  "formula": "C5H9N4O",
  "method": "wB97M-V/def2-TZVPD",
  "de_lowest_kcal_mol": 0.0,
  "molar_mass_da": 141.2,
  "charge": 1,
  "homo_ev": -14.79,
  "smiles": "Cn1cnc(=[NH2+])n(C)c1=O",
  "e_tot_ev": -13332.792,
  "orbital_gap_ev": 10.418,
  "species": ["C", "N", "C", "N", "C", "N", "N", "C", "C", "O", "H", "H", "H", "H", "H", "H", "H", "H", "H"],
  "coordinates": [[2.825, -0.508, 0.147], [1.378, -0.589, -0.025], [0.706, -1.478, -0.741], [-0.614, -1.591, -0.806], [-1.353, -0.600, -0.314], [-2.651, -0.617, -0.309], [-0.675, 0.449, 0.119], [-1.442, 1.603, 0.673], [0.720, 0.607, 0.271], [1.271, 1.639, 0.575], [3.018, 0.557, 0.401], [3.274, -0.750, -0.784], [3.095, -1.225, 0.953], [1.194, -2.312, -1.208], [-2.983, -1.183, -1.033], [-3.086, 0.302, -0.191], [-0.799, 2.433, 0.510], [-2.290, 1.814, 0.030], [-1.587, 1.452, 1.734]]
}

=====

Entry 4:
{
  "formula": "C9H14S",
  "method": "wB97M-V/def2-TZVPD",
  "de_lowest_kcal_mol": 1.9,
  "molar_mass_da": 154.3,
  "charge": 0,
  "homo_ev": -8.99,
  "smiles": "Cc1ccccc1.CCS",
  "e_tot_ev": -20395.202,
  "orbital_gap_ev": 9.842,
  "species": ["C", "C", "C", "C", "C", "C", "C", "H", "H", "H", "H", "H", "H", "H", "H", "C", "C", "S", "H", "H", "H", "H", "H", "H"],
  "coordinates": [[0.329, -2.001, -0.152], [-0.162, -1.220, 1.033], [-0.872, -0.037, 0.890], [-1.404, 0.609, 2.008], [-1.101, 0.169, 3.281], [-0.327, -0.980, 3.432], [0.095, -1.689, 2.326], [1.301, -2.468, -0.001], [0.347, -1.434, -1.081], [-0.366, -2.827, -0.330], [-1.116, 0.364, -0.086], [-2.044, 1.474, 1.863], [-1.464, 0.693, 4.156], [-0.051, -1.308, 4.430], [0.639, -2.618, 2.453], [0.821, 1.057, -3.697], [0.380, 1.433, -2.287], [1.479, 2.723, -1.649], [1.901, 0.992, -3.819], [0.471, 1.812, -4.401], [0.368, 0.116, -4.020], [-0.647, 1.806, -2.362], [0.380, 0.590, -1.604], [1.040, 2.743, -0.384]]
}

=====

Entry 5:
{
  "formula": "C28H34FN6O2S3W",
  "method": "wB97M-V/def2-TZVPD",
  "de_lowest_kcal_mol": 0.0,
  "spin_multiplicity": 3,
  "molar_mass_da": 785.7,
  "charge": 1,
  "homo_ev": [-9.43, -10.28],
  "e_tot_ev": -79668.175,
  "orbital_gap_ev": [5.341, 5.879],
  "species": ["W", "C", "S", "C", "S", "N", "N", "C", "C", "C", "C", "C", "C", "N", "H", "H", "H", "H", "H", "H", "H", "H", "C", "C", "C", "C", "C", "C", "C", "C", "C", "C", "C", "C", "N", "C", "C", "C", "C", "C", "C", "F", "H", "H", "H", "H", "H", "H", "H", "H", "H", "H", "H", "H", "H", "H", "H", "H", "H", "H", "H", "H", "H", "C", "C", "N", "O", "H", "H", "H", "H", "H", "O", "S", "N"],
  "coordinates": [[0.457, 0.229, 1.036], [1.899, 3.980, 5.081], [1.549, 4.233, 3.334], [0.911, 2.711, 2.876], [0.362, 2.659, 1.206], [0.813, 1.735, 3.736], [0.291, 0.604, 3.142], [-0.111, -0.341, 3.907], [-0.618, -1.543, 3.236], [-1.213, -2.588, 3.915], [-1.702, -3.664, 3.186], [-1.587, -3.658, 1.807], [-0.972, -2.583, 1.189], [-0.493, -1.554, 1.892], [2.131, 4.964, 5.483], [2.754, 3.319, 5.196], [1.031, 3.567, 5.585], [-0.076, -0.242, 4.986], [-1.293, -2.552, 4.993], [-2.168, -4.497, 3.696], [-1.951, -4.479, 1.206], [-0.836, -2.540, 0.117], [-3.506, 0.277, -1.640], [-2.149, -0.397, -1.869], [-2.342, -1.550, -2.859], [-1.090, 0.592, -2.333], [-1.474, 1.517, -3.298], [-0.560, 2.401, -3.839], [0.756, 2.345, -3.429], [1.208, 1.441, -2.467], [2.714, 1.555, -2.184], [3.520, 0.286, -1.929], [3.044, 2.625, -1.140], [0.253, 0.577, -1.891], [0.636, -0.421, -0.909], [1.078, -1.627, -1.477], [1.055, -1.862, -2.860], [1.516, -3.044, -3.414], [2.032, -4.053, -2.613], [2.080, -3.853, -1.243], [1.611, -2.670, -0.718], [1.688, -2.528, 0.637], [-4.160, -0.383, -1.064], [-4.019, 0.477, -2.582], [-3.412, 1.227, -1.117], [-1.823, -0.818, -0.918], [-2.610, -1.165, -3.846], [-3.154, -2.201, -2.529], [-1.446, -2.157, -2.969], [-2.501, 1.535, -3.639], [-0.867, 3.118, -4.589], [1.477, 3.021, -3.875], [3.097, 1.951, -3.129], [3.293, -0.164, -0.965], [4.580, 0.548, -1.927], [3.369, -0.467, -2.700], [2.796, 2.315, -0.128], [2.514, 3.556, -1.345], [4.116, 2.830, -1.160], [0.683, -1.086, -3.515], [1.479, -3.168, -4.488], [2.399, -4.974, -3.043], [2.489, -4.594, -0.568], [-3.863, 0.158, 1.973], [-2.793, 1.046, 1.413], [-2.983, 2.359, 1.433], [-1.747, 0.554, 0.959], [-4.858, 0.587, 1.865], [-3.666, 0.010, 3.037], [-3.821, -0.806, 1.471], [-3.831, 2.756, 1.801], [-2.224, 2.971, 1.168], [4.320, 1.348, 2.238], [3.642, 0.081, 2.037], [2.276, 0.163, 1.371]]
}

=====

Entry 6:
{
  "formula": "C5H11NO",
  "method": "wB97M-V/def2-TZVPD",
  "de_lowest_kcal_mol": 22.9,
  "molar_mass_da": 101.1,
  "charge": 0,
  "homo_ev": -8.74,
  "smiles": "C/C=C/NC=O.C",
  "e_tot_ev": -8900.703,
  "orbital_gap_ev": 9.595,
  "species": ["C", "C", "C", "N", "C", "O", "H", "H", "H", "H", "H", "H", "H", "C", "H", "H", "H", "H"],
  "coordinates": [[-2.283, -0.365, -1.179], [-1.296, -1.089, -0.313], [0.011, -0.839, -0.322], [0.950, -1.529, 0.457], [2.271, -1.193, 0.501], [2.771, -0.258, -0.089], [-1.788, 0.398, -1.789], [-2.799, -1.056, -1.857], [-3.056, 0.129, -0.579], [-1.689, -1.864, 0.347], [0.461, -0.073, -0.945], [0.637, -2.312, 1.011], [2.857, -1.878, 1.142], [0.606, 2.344, 0.944], [-0.298, 1.731, 0.875], [0.489, 3.239, 0.328], [0.765, 2.639, 1.984], [1.464, 1.764, 0.591]]
}

=====

What is the charge in the sixth record? 0